The following is a quantum chemistry calculation of a single C21H33N5O3 molecule, from the OMol25 dataset.

Geometry as XYZ:
```
62
Properties=species:S:1:pos:R:3
C -0.10 -0.47 -2.95
O 0.54 0.07 -1.82
C 0.70 -0.90 -0.81
C 1.59 -0.35 0.30
C 1.38 -1.15 1.59
N 0.07 -0.86 2.16
C -0.89 -1.83 2.18
O -0.62 -2.98 1.87
C -2.28 -1.41 2.59
C -3.11 -0.45 1.71
C -4.37 -1.19 2.20
C -3.47 -2.40 2.52
C -3.44 -3.57 1.51
C -3.27 -4.55 2.68
C -3.72 -3.42 3.64
C -0.13 0.55 2.43
C 0.04 1.37 1.16
N 1.34 1.07 0.56
C 2.22 2.07 0.36
O 1.99 3.23 0.68
C 3.54 1.75 -0.34
C 3.39 1.21 -1.72
N 3.70 0.00 -2.10
N 3.38 -0.11 -3.43
C 2.89 1.03 -3.80
N 2.87 1.92 -2.76
C 2.33 3.28 -2.75
C 0.81 3.24 -2.79
C 2.93 4.11 -3.88
H -0.25 0.34 -3.66
H 0.52 -1.24 -3.42
H -1.08 -0.90 -2.69
H -0.28 -1.20 -0.42
H 1.18 -1.80 -1.21
H 2.63 -0.47 -0.01
H 1.44 -2.22 1.40
H 2.15 -0.87 2.32
H -2.24 -1.01 3.61
H -3.05 0.63 1.90
H -2.93 -0.63 0.65
H -4.77 -0.73 3.10
H -5.18 -1.36 1.48
H -4.43 -3.67 1.04
H -2.67 -3.57 0.74
H -3.88 -5.46 2.67
H -2.23 -4.81 2.82
H -3.14 -3.29 4.56
H -4.78 -3.49 3.90
H -1.11 0.72 2.86
H 0.61 0.87 3.17
H -0.75 1.11 0.44
H 0.01 2.43 1.36
H 4.10 2.69 -0.35
H 4.13 1.03 0.22
H 2.54 1.27 -4.79
H 2.63 3.71 -1.79
H 0.41 4.25 -2.67
H 0.46 2.85 -3.75
H 0.41 2.61 -2.00
H 2.57 5.13 -3.80
H 4.01 4.11 -3.83
H 2.62 3.72 -4.85
```

Properties
Net charge: 0
Lowest unoccupied orbital energy: 0.65 eV
SMILES: COC[C@@H]1CN(C(=O)[C@H]2CCC23CCC3)CCN1C(=O)Cc1nncn1C(C)C
Multiplicity: 1

Table of Mulliken atomic charges, one value per atom, all in e: -0.973, 0.281, -1.405, 0.179, -1.947, 0.243, 0.669, -0.657, -0.642, -0.547, -1.028, 1.208, -0.983, -0.438, -1.065, -1.092, -0.653, 0.276, 1.116, -0.710, -1.522, 0.835, -0.363, -0.752, -0.172, 0.399, 0.407, -1.039, -1.628, 0.213, 0.375, 0.270, 0.375, 0.563, 0.588, 0.536, 0.416, 0.535, 0.489, 0.191, 0.291, 0.360, 0.433, 0.195, 0.407, 0.149, 0.279, 0.330, 0.524, 0.248, 0.173, 0.575, 0.377, 0.485, 0.418, 0.249, 0.431, 0.276, 0.049, 0.438, 0.411, 0.352

The following is a quantum chemistry calculation of a molecular structure, C28H30BF5O2 in a non-equilibrium geometry, from the OMol25 dataset.

Geometry as XYZ:
```
66
Properties=species:S:1:pos:R:3
C -0.27 2.95 -1.34
C 0.78 2.05 -0.70
C 2.16 2.72 -0.84
C 0.49 1.65 0.83
C 1.20 2.46 1.89
C -0.99 1.59 1.16
O 1.00 0.29 0.86
B 1.47 0.09 -0.43
C 2.88 -0.43 -0.69
C 3.69 -0.68 0.44
C 5.05 -0.42 0.37
C 5.58 -0.09 -0.86
C 7.03 0.32 -0.89
F 7.48 0.47 -2.15
F 7.25 1.49 -0.23
F 7.79 -0.63 -0.27
C 4.84 -0.10 -2.04
C 3.47 -0.32 -1.95
C -0.80 -1.79 -0.61
C 0.20 -2.72 0.02
O 0.77 0.80 -1.36
H -0.39 3.90 -0.77
H 0.07 3.18 -2.37
H -1.24 2.43 -1.43
H 2.15 3.75 -0.44
H 2.95 2.16 -0.33
H 2.43 2.77 -1.90
H 0.89 3.50 1.85
H 0.95 2.04 2.86
H 2.29 2.41 1.79
H -1.43 2.59 1.12
H -1.52 0.93 0.45
H -1.10 1.19 2.17
H 3.23 -1.00 1.38
H 5.64 -0.41 1.29
H 5.29 0.15 -3.02
H 2.84 -0.37 -2.85
H -1.05 -0.75 -0.13
H -0.68 -1.58 -1.69
H -0.15 -3.80 -0.07
H 1.22 -2.67 -0.44
H 0.40 -2.52 1.08
F -4.12 0.85 3.38
C -3.43 -0.28 3.02
C -2.60 -0.87 3.97
C -1.77 -1.90 3.56
C -1.75 -2.30 2.25
C -2.51 -1.63 1.31
C -2.16 -1.83 -0.19
C -3.21 -1.31 -1.16
C -4.06 -2.29 -1.67
C -5.26 -1.94 -2.29
C -5.63 -0.61 -2.44
C -4.77 0.34 -1.94
F -5.07 1.68 -2.08
C -3.59 0.03 -1.24
C -3.49 -0.71 1.70
H -2.54 -0.46 5.00
H -1.10 -2.41 4.25
H -1.19 -3.18 1.94
H -1.96 -2.88 -0.37
H -3.81 -3.35 -1.54
H -5.93 -2.73 -2.63
H -6.50 -0.31 -3.02
H -3.09 0.83 -0.67
H -4.31 -0.32 1.10
```

Properties
Net charge: 0
Lowest unoccupied orbital energy: 0.13 eV
Multiplicity: 1

Table of Mulliken atomic charges, one value per atom, all in e: -1.513, 1.447, -1.811, 1.887, -1.976, -0.986, -0.487, 1.476, 0.080, -0.329, -0.922, 0.386, 0.798, -0.277, -0.259, -0.267, -0.623, -0.943, 0.331, -1.575, -0.603, 0.279, 0.483, 0.194, 0.365, 0.130, 0.452, 0.344, 0.468, 0.369, 0.524, -0.693, 0.428, 0.396, 0.390, 0.416, 0.440, -0.547, 0.520, 0.482, 0.244, 0.368, -0.394, 0.368, -0.721, -0.847, -0.677, 0.363, 0.868, -0.242, -1.089, -0.569, -0.747, 0.136, -0.334, -0.628, -0.321, 0.392, 0.418, 0.788, 0.499, 0.369, 0.366, 0.427, 1.044, 0.644

The following is a quantum chemistry calculation of a gas-phase ion, C13H17OS (charge +1) in a non-equilibrium geometry, from the OMol25 dataset.

Geometry as XYZ:
```
32
Properties=species:S:1:pos:R:3
C -4.52 2.32 -0.28
C -4.05 1.42 0.72
C -3.62 2.71 -1.25
C -2.73 1.05 0.89
C -2.30 2.32 -1.14
C -1.87 1.48 -0.08
C 3.25 0.47 0.26
C -0.47 1.17 -0.03
C 1.90 -2.56 -1.09
C 2.83 -2.78 0.11
C 1.57 -1.02 -1.21
C 2.20 -1.85 1.30
C 0.03 0.10 1.08
O 0.44 1.49 -0.78
S 1.80 -0.27 0.42
H -5.54 2.37 -0.30
H -4.65 1.34 1.66
H -3.84 3.53 -1.81
H -2.47 0.35 1.60
H -1.58 2.46 -1.88
H 3.98 0.64 1.09
H 3.04 1.30 -0.39
H 2.28 -2.58 -2.07
H 1.15 -3.36 -1.10
H 2.76 -3.73 0.65
H 3.86 -2.58 -0.01
H 2.25 -0.50 -1.82
H 0.54 -0.92 -1.47
H 1.38 -2.42 1.66
H 2.88 -1.89 2.09
H 0.13 0.63 2.02
H -0.65 -0.69 1.15
```

Properties
Net charge: +1
Lowest unoccupied orbital energy: -3.58 eV
Multiplicity: 1

Table of Mulliken atomic charges, one value per atom, all in e: -0.455, -0.610, -0.707, -0.397, -0.531, 0.458, -0.969, 0.942, -0.693, -0.614, -0.677, -0.901, -1.332, -0.660, 0.671, 0.488, 0.314, 0.457, 0.418, 0.490, 0.291, 0.372, 0.380, 0.305, 0.418, 0.324, 0.505, 0.463, 0.430, 0.536, 0.594, 0.688

The following is a quantum chemistry calculation of a molecular structure, C49H40Co2N4O5P in a non-equilibrium geometry, from the OMol25 dataset.

Geometry as XYZ:
```
101
Properties=species:S:1:pos:R:3
N 1.03 -2.96 -1.15
N 1.53 -3.70 -0.43
N 1.89 -4.65 0.28
C 3.11 -4.43 1.04
C 3.67 -5.84 1.35
C 4.97 -5.99 1.84
C 5.47 -7.28 2.09
C 4.69 -8.41 1.84
C 3.41 -8.25 1.32
C 2.90 -6.96 1.08
C 4.10 -3.63 0.22
C 4.33 -4.06 -1.09
C 5.22 -3.34 -1.90
C 5.85 -2.19 -1.41
C 5.65 -1.80 -0.08
C 4.83 -2.58 0.76
C 2.67 -3.71 2.33
C 1.58 -4.55 3.07
C 0.74 -3.52 3.80
C 0.99 -2.18 3.08
N 2.03 -2.44 2.12
H 5.58 -5.11 2.03
H 6.49 -7.39 2.47
H 5.08 -9.41 2.06
H 2.78 -9.11 1.09
H 1.88 -6.85 0.69
H 3.86 -4.98 -1.46
H 5.43 -3.69 -2.91
H 6.50 -1.59 -2.05
H 6.12 -0.91 0.33
H 4.78 -2.36 1.83
H 3.57 -3.60 2.98
H 0.99 -5.07 2.30
H 2.06 -5.31 3.71
H -0.32 -3.79 3.81
H 1.08 -3.43 4.84
H 0.09 -1.87 2.53
H 1.23 -1.37 3.79
H 2.57 -1.65 1.78
O -3.15 3.81 3.98
C -2.67 3.44 2.99
Co -2.10 2.85 1.42
C -2.49 1.16 1.45
O -2.91 0.08 1.47
C -3.55 3.27 0.40
O -4.64 3.52 0.11
C -0.61 3.68 0.87
C -0.35 2.62 1.75
C 0.63 2.18 2.57
C 0.26 1.61 3.84
C 0.68 2.22 5.05
C 0.28 1.67 6.27
C -0.47 0.48 6.29
C -0.89 -0.12 5.09
C -0.56 0.47 3.88
Co -1.06 2.99 -0.84
C -0.80 1.25 -0.79
O -0.57 0.11 -0.74
C 0.15 4.08 -1.44
O 0.95 4.87 -1.73
P -2.44 3.18 -2.43
C -3.67 1.87 -2.79
C -4.30 1.77 -4.04
C -5.22 0.75 -4.27
C -5.51 -0.18 -3.27
C -4.84 -0.11 -2.05
C -3.92 0.91 -1.81
C -3.40 4.73 -2.44
C -4.77 4.77 -2.73
C -5.44 5.99 -2.81
C -4.74 7.19 -2.61
C -3.39 7.15 -2.26
C -2.71 5.93 -2.19
C -1.48 3.17 -4.00
C -1.50 4.23 -4.92
C -0.71 4.15 -6.07
C 0.08 3.03 -6.32
C 0.08 1.96 -5.41
C -0.72 2.02 -4.26
H -0.29 4.71 1.03
H 1.62 2.63 2.48
H 1.29 3.13 4.99
H 0.59 2.15 7.20
H -0.70 0.00 7.23
H -1.45 -1.06 5.09
H -0.89 0.05 2.94
H -4.06 2.49 -4.83
H -5.71 0.67 -5.24
H -6.26 -0.95 -3.44
H -5.02 -0.87 -1.28
H -3.39 0.95 -0.85
H -5.31 3.84 -2.91
H -6.50 6.01 -3.03
H -5.25 8.14 -2.72
H -2.85 8.08 -2.05
H -1.64 5.91 -1.94
H -2.13 5.10 -4.74
H -0.71 4.99 -6.78
H 0.71 2.98 -7.21
H 0.70 1.08 -5.59
H -0.74 1.18 -3.57
```

Properties
Net charge: -1
Lowest unoccupied orbital energy: 2.25 eV
Multiplicity: 1

Here are the Mulliken charges for atoms 1 to 99, given in e: -0.996, 0.738, -0.359, 2.990, -1.085, -0.185, -0.895, -0.351, -0.865, -0.080, -0.358, -0.031, -0.792, -0.457, -1.045, 0.013, -0.331, -0.836, -0.690, -0.061, -0.219, 0.396, 0.384, 0.374, 0.368, 0.367, 0.353, 0.395, 0.381, 0.409, 0.464, 0.276, 0.350, 0.330, 0.342, 0.296, -0.123, 0.110, 0.385, -0.441, -0.146, -0.396, 0.109, -0.458, 1.183, -0.494, 0.222, 0.084, -1.732, 0.982, -0.582, -0.499, -0.584, -0.764, 0.133, 0.641, -0.025, -0.560, 0.084, -0.561, 1.661, 0.099, -0.304, -0.654, -0.550, -0.843, 0.307, 0.055, -0.335, -0.662, -0.573, -0.678, -0.505, 0.346, -0.155, -0.612, -0.498, -0.676, -0.514, 0.766, 0.438, 0.390, 0.346, 0.352, 0.396, 0.349, 0.457, 0.377, 0.364, 0.469, -0.376, 0.407, 0.376, 0.344, 0.401, 0.297, 0.303, 0.386, 0.349

Calculated electronic energy, -1319.48838, -1759.58512, -978.54458, -5593.25618 hartree (same order as the records).
Calculated HOMO, -9.08, -8.19, -12.38, -4.04 eV (same order as the records).
Calculated relative energy (zero: lowest compared OMol25 entry of this formula, charge and spin), 0.9, 159.6, 73.4, 0.0 kJ/mol (same order as the records).